ORCA calculation (the ωB97M-V functional and the def2-TZVPD basis) on C4H9NOS in the gas phase in a non-equilibrium geometry.

The geometry in XYZ format:
```
16
Properties=species:S:1:pos:R:3:forces:R:3:lowdin_charge:R:1
C 1.2130 -0.4960 -1.0131 3.7 -1.2 3.4 -0.049
C 0.1254 -0.5210 1.3940 0.0 -1.4 -1.7 -0.085
C -1.2095 -0.5235 -0.7328 0.7 -3.1 -0.3 -0.070
C 0.0890 -0.0622 -0.1082 -1.7 -0.5 1.5 -0.677
N -0.1133 1.3748 -0.1312 0.7 2.0 1.1 -0.226
O -0.3964 3.6608 0.7111 -0.2 0.8 0.3 -0.496
S -0.2810 2.2888 1.1167 0.5 -1.8 -2.3 0.932
H 1.1761 -0.1046 -1.9446 -0.5 1.9 -2.8 0.034
H 2.2445 -0.1683 -0.5444 -1.8 -0.6 -0.9 0.125
H 1.3511 -1.5808 -1.2599 -0.7 0.6 1.0 0.103
H -0.7360 -0.2178 2.0094 -0.3 -0.8 -0.7 0.075
H 0.9016 -0.0983 1.9347 2.0 1.3 0.7 0.030
H 0.4257 -1.5784 1.3893 -0.9 0.0 0.4 0.093
H -1.9800 -0.0577 -0.2818 -2.8 1.4 1.8 0.040
H -1.3416 -0.3144 -1.7339 0.4 1.3 -2.4 0.061
H -1.4684 -1.6013 -0.8052 0.8 0.2 1.0 0.111
```
Forces are in eV/Å.

Summary:
Total charge = 0
Multiplicity = 1
Energy above the lowest of the compared OMol25 structures with the same formula, charge and spin = 274.29 kJ/mol
E_HOMO = -0.371 Eh
E_LUMO = -0.406 eV

---

ORCA calculation (the ωB97M-V functional and the def2-TZVPD basis) on a molecular structure, C16H36ClLiO9 in a non-equilibrium geometry.

The geometry in XYZ format:
```
63
Properties=species:S:1:pos:R:3:forces:R:3:lowdin_charge:R:1
Li 18.5149 15.2510 -5.6612 -5.3 -6.2 15.0 0.365
Cl 17.3834 13.2298 -5.3220 -1.7 0.4 -3.0 0.783
O 17.2853 14.4905 -4.6643 -0.6 1.5 1.6 -0.310
O 16.4277 13.2936 -6.4052 -0.7 -5.4 3.3 -0.338
O 18.7177 13.3078 -5.8829 -0.7 -2.1 -0.8 -0.347
O 17.1460 12.1538 -4.4346 0.8 -0.3 -0.8 -0.276
C 19.7101 9.7763 -5.4945 0.7 0.6 -2.0 -0.162
C 20.3972 11.1134 -5.3028 0.2 0.3 1.0 -0.169
C 19.7568 11.5062 -4.0083 0.3 -0.4 1.1 -0.274
O 19.5918 10.2908 -3.2955 -0.1 -0.2 1.8 -0.081
C 19.4862 9.1822 -4.1317 -0.2 0.1 -1.7 -0.218
H 20.4592 9.2890 -6.1186 -0.9 -1.0 -0.4 0.114
H 18.7403 9.9856 -5.9458 0.2 -0.4 -0.6 0.117
H 20.2450 11.8892 -6.0532 0.0 -0.8 -0.2 0.102
H 21.4643 10.9804 -5.1246 0.2 -0.1 -0.2 0.127
H 18.8264 12.0468 -4.1821 1.1 -1.8 0.6 0.049
H 20.3235 12.2114 -3.4004 -0.2 -2.5 0.4 0.075
H 18.4909 8.7379 -4.1452 -0.2 0.0 0.5 0.117
H 20.1975 8.3613 -4.0414 0.4 0.2 1.1 0.116
C 17.1484 15.6235 -8.7638 -0.6 0.0 -1.7 -0.134
C 18.4654 16.2423 -9.0470 2.4 1.7 0.5 -0.136
C 19.0600 16.4468 -7.6247 -0.1 0.6 -2.4 -0.168
O 18.4649 15.4624 -6.8776 -2.5 3.4 -16.6 -0.278
C 17.3828 14.8173 -7.5078 0.0 2.5 -4.0 -0.194
H 16.8751 15.0262 -9.6336 -0.2 -0.3 0.2 0.125
H 16.3629 16.3771 -8.7082 0.0 0.0 0.5 0.125
H 18.5151 17.2351 -9.4941 -0.6 -0.1 -0.4 0.117
H 19.1460 15.6371 -9.6458 -0.1 -0.3 0.1 0.120
H 18.7765 17.4199 -7.2236 -0.1 0.4 0.0 0.138
H 20.1441 16.3538 -7.5604 0.0 -0.1 -0.4 0.139
H 16.4574 14.8359 -6.9321 1.1 1.1 -0.6 0.110
H 17.8152 13.8448 -7.7430 -0.8 0.2 -0.3 0.142
C 13.2890 13.0530 -6.0687 -1.0 -0.4 -2.0 -0.185
C 13.9490 11.8124 -5.5562 1.0 -0.2 0.9 -0.115
C 14.4489 12.3169 -4.1227 -3.2 -2.0 -4.2 -0.223
O 14.0092 13.6802 -4.0332 -1.5 -1.2 -0.8 -0.159
C 13.9026 14.1945 -5.3245 -1.4 0.5 0.0 -0.195
H 12.2229 12.8965 -5.9041 -0.2 0.8 0.5 0.114
H 13.3211 13.1638 -7.1526 0.4 0.0 -0.2 0.112
H 14.7805 11.4959 -6.1858 0.2 0.1 0.1 0.089
H 13.2749 10.9559 -5.5498 -0.1 0.1 0.4 0.103
H 15.5248 12.1739 -4.0222 -2.1 -0.1 -0.9 0.037
H 13.9992 11.7930 -3.2793 -1.3 -0.2 -3.2 0.089
H 14.8503 14.5398 -5.7378 -0.1 -0.1 0.1 0.095
H 13.2244 15.0468 -5.2826 0.0 0.2 0.1 0.134
C 15.4261 12.3116 -2.0660 1.7 0.5 1.7 -0.075
C 15.7643 13.6894 -2.6666 0.6 -0.7 1.1 -0.356
O 14.9030 14.6502 -2.1171 1.0 1.4 0.8 -0.029
H 14.4250 11.9376 -2.2803 1.5 0.7 2.9 0.052
H 15.6291 12.3002 -0.9951 0.3 0.1 0.1 0.093
H 16.1521 11.7323 -2.6364 -0.1 -1.1 1.2 0.081
H 15.6997 13.7405 -3.7534 0.5 0.5 2.2 0.048
H 16.8295 13.8175 -2.4741 0.1 0.6 0.8 0.119
H 15.4434 14.9984 -1.4041 -0.4 0.4 0.4 0.087
C 20.3800 13.8247 -4.0659 1.4 2.1 -1.3 -0.118
C 20.6900 15.2642 -4.4391 -0.4 0.3 2.2 -0.167
O 19.7316 15.8177 -5.3794 10.3 3.8 4.6 -0.126
H 20.8910 13.5641 -3.1390 -0.1 0.9 0.2 0.114
H 20.8735 13.2242 -4.8301 -0.2 0.2 0.2 0.079
H 19.3217 13.5670 -4.1050 1.3 1.1 1.1 0.051
H 21.7477 15.3412 -4.6912 -0.2 0.3 -0.9 0.127
H 20.5986 15.8109 -3.5006 -0.1 0.5 0.0 0.117
H 20.0542 16.6884 -5.6232 0.1 0.1 0.1 0.112
```
Forces are in eV/Å.

Summary:
Total charge = 0
Multiplicity = 1
E_HOMO = -0.316 Eh
E_LUMO = -0.250 eV

---

ORCA calculation (the ωB97M-V functional and the def2-TZVPD basis) on a molecular structure, C35H39F5GeNO2PS4Sn.

The geometry in XYZ format:
```
89
Properties=species:S:1:pos:R:3:forces:R:3:lowdin_charge:R:1
Sn -1.8079 -0.2866 -0.7488 0.2 -0.1 0.3 1.174
C -3.9320 -1.9911 1.9239 0.0 0.0 0.0 -0.487
C -5.0164 -1.8779 0.8604 0.0 0.0 0.0 -0.459
S -4.6231 -0.7315 -0.4891 0.0 0.1 -0.1 0.839
C -5.0060 -1.6933 -1.9831 0.0 0.0 0.0 -0.473
C -4.2760 -3.0159 -2.1473 0.0 0.0 0.0 -0.470
S -2.4733 -2.8304 -2.1222 -0.1 -0.2 -0.1 0.814
C -1.9401 -4.0692 -0.9109 0.0 0.0 0.0 -0.497
C -2.5292 -3.9926 0.4905 0.0 -0.1 -0.1 -0.466
S -2.2698 -2.4001 1.3310 0.0 -0.1 0.1 0.794
H -3.8054 -1.0480 2.4593 0.0 0.0 0.0 0.074
H -4.2333 -2.7315 2.6655 0.0 0.0 0.0 0.102
H -5.2441 -2.8454 0.4191 0.0 0.0 0.0 0.074
H -5.9336 -1.5224 1.3299 0.0 0.0 0.0 0.099
H -6.0843 -1.8544 -2.0130 0.0 0.0 0.0 0.104
H -4.7601 -1.0160 -2.8021 0.0 0.0 0.0 0.074
H -4.5592 -3.7376 -1.3841 0.0 0.0 0.0 0.074
H -4.5611 -3.4464 -3.1068 0.0 0.0 0.0 0.099
H -2.1350 -5.0580 -1.3280 0.0 0.0 0.0 0.101
H -0.8550 -3.9559 -0.8814 0.0 0.0 0.0 0.070
H -3.5977 -4.1991 0.4876 0.0 0.0 0.0 0.074
H -2.0653 -4.7680 1.0995 0.0 0.0 0.0 0.096
S -1.7138 3.7607 1.9749 0.0 0.1 0.1 1.103
C -3.2997 3.1441 2.1014 0.0 0.0 0.0 -0.337
C -3.3778 1.9412 1.4837 0.2 0.0 0.0 -0.237
N -2.1901 1.5064 0.9270 -0.3 0.0 -0.1 -0.149
C -1.2356 2.3875 1.1143 0.1 -0.1 0.0 -0.511
H -4.0803 3.6889 2.6096 0.0 0.0 0.0 0.093
H -4.2717 1.3421 1.4000 0.0 0.0 0.0 0.091
H -0.2267 2.2498 0.7432 -0.1 0.0 0.0 0.052
F -3.6270 5.0507 -5.7586 0.0 -0.2 0.1 0.232
C -3.4227 4.0582 -4.9433 0.0 0.1 -0.1 -0.063
C -3.3339 4.3215 -3.5515 0.0 0.2 -0.4 -0.120
F -3.4552 5.5631 -3.1338 0.0 -0.1 0.0 0.188
C -3.1239 3.2895 -2.6972 0.1 -0.4 0.0 -0.104
F -3.0355 3.4918 -1.3917 0.0 -0.1 -0.1 0.149
C -2.9976 1.9260 -3.1809 -0.1 0.3 -0.1 -0.228
O -2.8495 0.9629 -2.3960 -0.1 0.0 -0.1 -0.168
C -3.0768 1.7133 -4.6160 0.0 -0.1 0.4 -0.111
F -2.9520 0.4781 -5.0589 0.0 0.1 0.1 0.170
C -3.2893 2.7484 -5.4690 -0.1 0.4 -0.2 -0.121
F -3.3760 2.5775 -6.7683 0.0 0.0 0.1 0.195
C 2.0133 2.9211 -1.2770 0.0 0.1 0.1 -0.148
P 1.5664 1.2737 -1.7974 -0.1 -0.1 0.0 0.566
C 1.0569 1.3921 -3.5063 -0.1 0.0 -0.1 -0.153
C 3.0495 0.2810 -1.7738 0.1 -0.1 0.0 -0.143
O 0.4664 0.6856 -0.9193 0.2 0.2 0.1 -0.578
H 2.8029 3.3284 -1.9102 0.0 0.0 0.0 0.078
H 2.3660 2.8878 -0.2435 0.0 0.0 0.0 0.037
H 1.1401 3.5732 -1.3371 0.0 0.0 0.0 0.065
H 1.8674 1.7813 -4.1250 0.0 0.0 0.0 0.078
H 0.2003 2.0646 -3.5889 0.0 0.0 0.0 0.051
H 0.7776 0.4036 -3.8731 0.0 0.0 0.0 0.070
H 3.9055 0.8530 -2.1354 0.0 0.0 0.0 0.077
H 2.9210 -0.5942 -2.4115 0.0 0.0 0.0 0.071
H 3.2395 -0.0541 -0.7541 0.0 0.0 0.0 0.035
C 0.1816 -0.5148 3.4654 -0.3 0.0 0.0 -0.171
Ge 1.8491 -0.2924 2.5846 -0.2 -0.1 0.0 1.228
C 2.5951 1.4003 2.4791 0.3 0.5 0.1 -0.333
C 1.9652 2.5000 3.0839 0.1 0.1 -0.1 -0.102
C 2.5579 3.7497 3.0179 0.0 0.0 0.0 -0.046
C 3.7773 3.9008 2.3618 0.0 0.0 0.0 -0.024
C 4.4141 2.8129 1.7687 0.0 0.0 0.0 -0.048
C 3.8275 1.5597 1.8260 0.0 0.2 0.1 -0.108
C 2.6853 -1.7359 1.7405 0.2 -0.2 0.0 -0.274
C 2.0177 -2.3715 0.7198 0.1 -0.3 -0.1 -0.111
C 2.6538 -3.4104 0.0057 -0.2 0.2 0.0 -0.060
C 3.9212 -3.7902 0.3463 0.1 0.0 0.1 0.013
C 4.6264 -3.1652 1.4066 0.0 0.0 -0.1 -0.144
C 5.9365 -3.5681 1.7710 -0.1 -0.1 -0.1 -0.002
C 6.5893 -2.9546 2.7944 0.1 0.2 0.2 -0.033
C 5.9679 -1.9044 3.5150 0.2 -0.1 0.0 -0.032
C 4.7096 -1.5003 3.1885 -0.2 0.0 0.0 -0.061
C 4.0049 -2.1152 2.1240 0.1 0.0 -0.2 -0.190
H 0.3573 -0.4449 4.5427 0.0 0.0 0.0 0.061
H -0.2220 -1.4977 3.2305 -0.1 0.0 0.1 0.002
H -0.5145 0.2743 3.1776 0.0 0.0 0.1 0.021
H 1.0290 2.3772 3.6174 0.0 0.0 0.0 0.101
H 2.0914 4.6010 3.4963 0.0 0.0 0.0 0.122
H 4.2472 4.8760 2.3293 0.0 0.0 0.0 0.127
H 5.3743 2.9437 1.2868 0.0 0.0 0.0 0.124
H 4.3362 0.7021 1.4000 0.0 0.0 0.0 0.104
H 1.0105 -2.0740 0.4395 0.0 0.0 0.0 0.079
H 2.1372 -3.9093 -0.8046 0.0 0.0 0.0 0.109
H 4.4070 -4.5954 -0.1934 0.0 0.0 0.0 0.132
H 6.4080 -4.3771 1.2259 0.0 0.0 0.0 0.129
H 7.5867 -3.2710 3.0690 0.0 0.0 0.0 0.123
H 6.4964 -1.4312 4.3320 0.0 0.0 0.0 0.123
H 4.2448 -0.7014 3.7658 0.0 -0.1 0.0 0.100
```
Forces are in eV/Å.

Summary:
Total charge = +3
Multiplicity = 2
Energy above the lowest of the compared OMol25 structures with the same formula, charge and spin = 0.00 kJ/mol
⟨S²⟩ = 0.78
E_HOMO (alpha / beta) = -0.555 / -0.555 Eh
E_LUMO (alpha / beta) = -8.489 / -9.963 eV

---

ORCA calculation (the ωB97M-V functional and the def2-TZVPD basis) on 7 unconnected molecules or ions with the total composition C10H35NO7 in a non-equilibrium geometry.

The geometry in XYZ format:
```
53
Properties=species:S:1:pos:R:3:forces:R:3:lowdin_charge:R:1
C -3.6853 0.6794 0.8167 -1.0 0.0 0.7 -0.136
O -2.8120 1.1110 -0.1803 0.2 -0.3 -0.7 -0.215
C -3.2736 0.7919 -1.4970 0.7 0.5 -0.2 -0.176
C -2.4539 1.6020 -2.5245 1.2 -0.7 0.6 -0.405
C -2.7856 1.1884 -3.9095 0.1 -1.3 -0.9 -0.087
N -0.9838 1.3170 -2.3728 -1.2 1.2 0.5 0.065
H -4.6545 1.2009 0.7187 0.2 0.0 0.1 0.092
H -3.2586 0.9211 1.8027 0.0 0.0 -0.4 0.090
H -3.9224 -0.4005 0.8200 0.4 0.2 -0.3 0.084
H -3.0953 -0.2666 -1.7541 -0.2 0.1 0.4 0.134
H -4.3390 1.0135 -1.5541 -0.2 0.0 -0.2 0.123
H -2.5978 2.6726 -2.3972 0.0 0.1 0.2 0.139
H -2.5736 0.1200 -4.0594 -0.6 -0.2 0.5 0.088
H -2.0713 1.5450 -4.6212 0.3 1.1 -0.4 0.073
H -3.7899 1.3968 -4.2284 -0.5 0.1 -0.1 0.077
H -0.8388 0.3467 -2.5472 0.2 -1.0 -0.4 0.037
H -0.8127 1.4065 -1.3853 0.5 0.2 0.5 0.045
C -2.2884 -1.9491 3.4168 0.2 2.2 -0.3 -0.166
O -3.2175 -2.2824 2.4297 1.1 -1.5 -0.9 -0.104
H -2.2984 -0.8377 3.5202 0.2 -0.5 0.2 0.074
H -2.4807 -2.3469 4.3975 -0.1 -0.6 0.4 0.072
H -1.3051 -2.1954 3.0365 0.1 -0.3 0.1 0.077
H -4.0539 -1.9270 2.6244 -1.5 0.7 0.5 0.047
C 4.5939 -0.9005 2.6268 -0.8 0.1 0.0 -0.111
O 3.6553 -0.8611 1.5302 0.0 0.4 0.4 -0.161
H 5.1655 -1.8159 2.5174 0.6 0.2 -0.1 0.075
H 5.1966 0.0344 2.6651 -0.2 -0.8 -0.1 0.090
H 4.0628 -1.0190 3.5732 0.0 0.2 0.0 0.081
H 2.7334 -0.8353 1.8580 0.4 0.0 -0.1 0.059
C 0.6299 -3.0652 -1.4525 -1.2 -0.7 1.1 -0.149
O -0.0890 -1.8903 -1.7528 0.1 0.3 -0.8 -0.119
H 1.0909 -3.5298 -2.2820 0.1 0.1 -1.5 0.064
H 1.4543 -2.8766 -0.7943 0.3 0.1 0.8 0.066
H -0.0774 -3.8300 -1.0544 0.6 0.4 0.1 0.096
H -0.3629 -1.4900 -0.9269 -0.1 0.0 0.2 0.046
C 2.6209 0.7345 -2.1817 -0.3 -0.3 0.2 -0.102
O 2.3392 0.0012 -0.9732 0.7 0.5 0.0 -0.157
H 3.0859 1.7023 -2.0048 0.1 0.0 0.3 0.079
H 3.2649 0.1612 -2.8617 -0.3 0.0 0.1 0.085
H 1.6480 0.9235 -2.5992 -0.2 0.0 -0.6 0.053
H 3.0734 0.1854 -0.3671 -0.2 -0.4 -0.2 0.031
C -0.2598 0.1973 1.4240 1.1 -0.2 0.8 -0.118
O 0.8205 -0.7734 1.3747 -0.2 1.0 -1.6 -0.144
H -0.1110 1.1986 1.0275 1.0 0.1 -0.2 0.079
H -1.1136 -0.1252 0.8918 -1.1 -0.8 -0.3 0.042
H -0.4375 0.3164 2.4790 -0.5 0.0 0.3 0.075
H 1.1463 -0.7497 0.4358 0.0 0.0 0.9 0.048
C 3.0017 2.4578 1.1145 0.0 0.2 0.3 -0.164
O 4.2213 1.9380 0.6649 0.6 -1.0 0.0 -0.120
H 2.7744 2.2944 2.1648 0.5 0.1 0.5 0.083
H 3.0748 3.5094 0.8981 -0.4 0.5 0.1 0.084
H 2.1563 2.0239 0.6252 -0.6 -0.2 -0.8 0.047
H 4.2331 0.9766 0.8275 0.0 0.4 0.2 0.036
```
Forces are in eV/Å.

Summary:
Total charge = 0
Multiplicity = 1
Energy above the lowest of the compared OMol25 structures with the same formula, charge and spin = 24.32 kJ/mol
SMILES = COC[C@H](C)N.CO.CO.CO.CO.CO.CO
E_HOMO = -0.347 Eh
E_LUMO = 0.650 eV